[1]
21
Properties=species:S:1:pos:R:3:forces:R:3 method="wB97M-V/def2-TZVPD" de_lowest_kcal_mol=1.8 total_charge=-2 e_tot_ha=-705.87873 multiplicity=2 s2=0.7510 homo_lumo_gap_ev="2.0 / 6.3"
C 0.839 1.459 -3.204 0.76 -0.02 -0.30
C 0.764 -0.070 -3.313 -0.13 0.23 -0.28
C 0.141 -0.744 -2.088 -0.28 0.20 0.13
S 1.080 -0.394 -0.573 0.55 -0.27 -0.11
H -0.049 2.015 -3.525 -0.25 -0.34 0.43
H 1.623 1.824 -3.889 0.01 -0.02 0.24
H 1.142 1.674 -2.169 -0.25 0.25 -0.28
H 0.241 -0.325 -4.245 -0.17 -0.19 -0.02
H 1.788 -0.443 -3.427 -0.03 -0.05 0.12
H 0.025 -1.830 -2.265 0.12 0.34 0.02
H -0.865 -0.335 -1.914 -0.04 -0.13 -0.29
C -0.490 -1.661 2.259 -0.40 -0.43 0.47
N -0.955 -0.315 1.972 1.27 0.24 -0.60
C -1.259 0.503 3.012 -0.61 -0.08 0.51
N -1.156 1.776 3.023 0.41 0.14 -0.43
H -0.717 -2.329 1.428 -0.05 0.04 -0.02
H 0.588 -1.737 2.440 0.00 0.29 -0.12
H -0.968 -2.049 3.168 -0.12 0.08 -0.14
H -0.349 0.087 1.226 -0.72 -0.09 0.35
H -1.723 -0.062 3.833 0.23 0.11 0.17
H -1.459 2.153 3.917 -0.30 -0.28 0.13

---

[2]
120
Properties=species:S:1:pos:R:3:forces:R:3 method="wB97M-V/def2-TZVPD" de_lowest_kcal_mol=38.3 total_charge=-2 e_tot_ha=-5441.37427 homo_lumo_gap_ev=5.0
Na 0.522 0.580 -0.218 0.25 0.76 -0.18
C -3.331 0.670 1.177 0.02 -0.01 0.17
C -3.438 1.533 2.437 0.01 0.20 -0.18
C -4.473 2.650 2.251 0.05 -0.09 0.08
C -2.123 2.084 2.994 0.03 -0.09 0.01
C -1.929 1.885 4.357 0.05 -0.03 0.07
C -0.794 2.325 5.017 -0.04 0.00 0.00
C 0.173 2.991 4.284 0.01 0.04 0.07
C 0.038 3.226 2.920 0.00 0.12 0.10
C 1.169 3.998 2.253 -0.03 0.01 -0.28
C 1.833 3.281 1.072 -0.03 -0.05 0.17
C 0.736 5.407 1.831 0.03 -0.11 0.09
C -1.125 2.770 2.235 -0.06 -0.01 0.21
N -1.184 2.832 0.864 0.08 -0.56 -0.53
C -1.826 3.735 0.138 -0.15 0.38 0.44
C -2.400 4.951 0.627 0.03 -0.23 -0.01
C -2.990 5.883 -0.205 -0.08 0.06 -0.15
C -3.070 5.680 -1.579 -0.08 0.14 0.06
C -2.557 4.491 -2.097 -0.02 0.03 0.03
C -1.978 3.571 -1.265 -0.03 0.08 -0.06
F -1.520 2.417 -1.816 0.13 -0.15 -0.02
H -4.320 0.278 0.919 -0.01 0.01 0.01
H -2.660 -0.173 1.346 -0.08 0.07 -0.08
H -2.939 1.232 0.334 0.01 0.03 -0.08
H -3.831 0.882 3.226 0.04 -0.01 0.01
H -4.186 3.323 1.447 0.02 0.06 -0.07
H -4.562 3.234 3.171 -0.04 0.03 -0.03
H -5.454 2.227 2.012 0.01 -0.01 -0.01
H -2.692 1.354 4.919 -0.01 0.00 -0.03
H -0.664 2.146 6.078 0.01 -0.01 -0.01
H 1.076 3.332 4.781 0.00 0.01 -0.01
H 1.939 4.117 3.023 -0.02 -0.01 0.03
H 1.113 3.097 0.277 0.05 0.07 -0.04
H 2.264 2.326 1.378 0.02 0.03 -0.06
H 2.639 3.899 0.670 0.02 -0.03 -0.02
H 0.016 5.361 1.016 0.01 0.05 0.00
H 1.607 5.974 1.491 -0.01 0.02 -0.01
H 0.279 5.940 2.669 -0.03 0.03 -0.03
H -2.349 5.127 1.696 0.00 0.03 0.01
H -3.399 6.793 0.224 0.02 -0.01 0.03
H -3.522 6.417 -2.230 -0.01 -0.01 0.00
H -2.612 4.273 -3.157 0.04 -0.06 0.01
C 2.336 0.176 3.770 -0.43 0.06 0.07
C 1.446 -0.005 2.593 0.72 0.47 -0.28
N 2.122 -0.203 1.346 0.02 -0.38 0.37
C 3.285 -0.790 1.398 0.12 -0.03 0.04
C 4.067 -0.995 2.564 -0.18 0.00 0.08
C 3.577 -0.333 3.738 0.05 -0.14 -0.11
C 5.353 -1.586 2.539 0.13 -0.26 -0.28
C 5.857 -2.564 1.720 0.06 0.41 0.32
C 5.157 -3.612 1.029 -0.13 -0.35 -0.14
C 3.865 -4.068 1.380 0.14 0.19 -0.02
C 3.418 -5.233 0.817 0.00 0.00 -0.11
N 4.116 -5.925 -0.100 -0.08 -0.05 -0.03
C 5.295 -5.398 -0.397 0.02 -0.08 -0.02
N 5.867 -4.323 0.120 -0.04 0.18 0.07
H 1.923 0.675 4.639 0.09 0.07 -0.04
H 0.725 0.811 2.489 -0.05 -0.15 0.12
H 3.734 -1.027 0.434 0.04 0.00 -0.01
H 4.233 -0.252 4.601 0.00 0.02 0.01
H 6.058 -1.187 3.270 0.05 0.10 -0.04
H 6.935 -2.672 1.673 0.00 -0.06 0.04
H 3.280 -3.532 2.113 -0.06 0.03 -0.01
H 2.458 -5.654 1.099 -0.02 0.05 0.00
H 5.875 -5.926 -1.151 -0.01 0.01 0.03
C 3.545 1.687 -4.509 0.04 0.01 -0.05
C 2.460 2.470 -4.137 -0.08 0.15 -0.03
C 1.720 2.147 -3.000 0.21 -0.06 -0.22
C 2.003 1.028 -2.199 -0.41 -0.19 0.56
C 3.121 0.279 -2.597 0.04 0.25 -0.25
C 3.883 0.593 -3.722 0.08 -0.18 0.02
H 4.125 1.932 -5.394 0.00 -0.01 0.00
H 2.188 3.333 -4.742 0.01 0.00 0.02
H 0.876 2.788 -2.745 -0.01 0.01 -0.04
H 3.418 -0.596 -2.020 0.03 -0.01 -0.02
H 4.737 -0.025 -3.994 0.00 0.02 0.00
C -3.835 -2.140 -1.781 0.06 0.09 -0.05
C -3.123 -1.503 -2.971 0.31 0.02 0.09
C -3.274 -2.353 -4.227 -0.07 0.09 0.07
Sb -1.067 -0.915 -2.328 -0.33 -0.37 -0.85
C -0.204 -2.888 -1.872 -0.12 0.09 -0.06
C -0.592 -4.095 -2.720 -0.02 0.05 0.07
C 1.310 -2.689 -1.836 -0.08 0.03 0.08
C -0.216 -0.530 -4.327 -0.04 -0.08 0.17
C -1.063 0.546 -5.001 0.01 -0.04 0.12
C 0.078 -1.702 -5.256 -0.04 0.07 0.06
H -4.894 -2.317 -2.007 0.00 -0.02 0.04
H -3.781 -1.494 -0.901 -0.03 -0.05 0.03
H -3.391 -3.107 -1.525 -0.01 0.00 0.03
H -3.586 -0.528 -3.160 0.02 0.01 0.02
H -2.752 -3.306 -4.136 0.00 0.02 -0.06
H -2.893 -1.834 -5.105 0.02 -0.07 -0.02
H -4.334 -2.575 -4.410 0.00 -0.01 0.00
H -0.554 -3.070 -0.850 0.05 0.02 0.00
H -0.358 -3.948 -3.774 -0.05 -0.02 0.00
H -1.655 -4.327 -2.627 0.02 -0.01 -0.05
H -0.032 -4.975 -2.380 0.00 -0.01 0.00
H 1.686 -2.287 -2.779 0.05 0.04 0.05
H 1.820 -3.637 -1.655 0.06 -0.11 0.08
H 1.594 -1.995 -1.041 0.08 0.04 -0.07
H 0.738 -0.073 -4.062 0.00 0.02 0.06
H -2.061 0.180 -5.262 -0.01 0.03 -0.01
H -0.580 0.888 -5.923 0.00 0.02 0.01
H -1.179 1.408 -4.339 -0.02 0.04 -0.06
H -0.819 -2.262 -5.529 0.04 -0.05 0.00
H 0.797 -2.388 -4.807 -0.04 -0.04 -0.05
H 0.527 -1.325 -6.184 0.00 0.00 -0.01
Br -2.169 -4.442 6.159 0.01 0.03 -0.15
C -2.182 -3.839 4.349 -0.13 -0.22 0.37
C -3.125 -4.357 3.477 0.14 0.22 -0.20
N -3.217 -3.931 2.220 -0.18 -0.27 0.06
C -2.355 -3.015 1.801 0.30 0.29 -0.17
C -1.345 -2.479 2.599 -0.46 -0.58 0.49
C -1.274 -2.895 3.930 0.07 0.23 -0.42
C -0.400 -1.476 2.052 0.75 0.42 0.01
O 0.582 -1.207 2.891 -0.59 -0.42 0.09
O -0.548 -0.980 0.955 -0.39 -0.32 0.31
H -3.818 -5.128 3.787 -0.03 0.03 0.08
H -2.456 -2.676 0.776 0.02 -0.01 0.03
H -0.531 -2.465 4.586 0.03 -0.05 0.03